No. 1
{"formula": "C11H19IN2O4Pd", "method": "ωB97M-V with the def2-TZVPD basis set", "elements": ["Pd", "C", "C", "O", "C", "C", "O", "C", "C", "O", "C", "C", "O", "H", "H", "H", "H", "H", "H", "H", "H", "H", "H", "H", "H", "H", "H", "H", "H", "I", "C", "C", "N", "N", "C", "H", "H", "H"], "coordinates": [[0.05, 0.03, -0.33], [-1.23, 2.23, -1.62], [-2.34, 1.95, -0.63], [-2.05, 0.68, 0.05], [-2.36, 0.68, 1.48], [-1.24, 0.00, 2.23], [0.00, 0.54, 1.71], [1.24, 0.07, 2.28], [2.35, 0.84, 1.58], [2.10, 0.81, 0.14], [2.34, 2.10, -0.53], [1.27, 2.30, -1.57], [0.01, 2.04, -0.88], [-1.24, 1.55, -2.48], [-1.27, 3.25, -1.99], [-2.37, 2.74, 0.12], [-3.30, 1.89, -1.13], [-2.46, 1.72, 1.80], [-3.31, 0.17, 1.65], [-1.31, 0.20, 3.30], [-1.23, -1.09, 2.09], [1.25, 0.27, 3.36], [1.31, -1.01, 2.13], [2.36, 1.87, 1.91], [3.32, 0.39, 1.80], [2.30, 2.88, 0.22], [3.33, 2.09, -0.99], [1.27, 3.33, -1.94], [1.36, 1.62, -2.42], [1.64, -6.38, -1.86], [0.60, -4.70, -1.42], [-0.85, -4.55, -1.48], [-1.09, -3.33, -1.13], [0.06, -2.58, -0.81], [1.07, -3.39, -0.98], [-1.64, -5.26, -1.76], [-2.00, -2.88, -1.08], [2.09, -3.06, -0.81]], "lowdin_spin": [1.418, 0.012, 0.003, 0.070, 0.003, 0.009, 0.174, 0.009, 0.003, 0.067, 0.002, 0.012, 0.168, 0.002, 0.006, 0.000, 0.001, 0.000, 0.001, 0.006, 0.001, 0.006, 0.001, 0.000, 0.001, 0.000, 0.001, 0.007, 0.002, 1.100, 0.472, 0.133, 0.110, 0.140, 0.058, 0.001, 0.001, -0.001], "e_lumo_ev": [-14.6, -19.3], "multiplicity": 5, "charge": 4, "homo_lumo_gap_ev": [7.63, 2.66], "fmax_ev_per_a": 0.505, "e_homo_ev": [-22.237, -21.975], "e_tot_ha": -1264.6532, "relative_energy_ev": 0.292}

No. 2
{"formula": "C11H19N3O6PTi", "method": "ωB97M-V with the def2-TZVPD basis set", "elements": ["O", "C", "Ti", "C", "O", "C", "O", "C", "O", "C", "O", "H", "C", "N", "C", "P", "O", "N", "C", "C", "N", "C", "C", "H", "H", "H", "H", "H", "H", "H", "H", "H", "H", "H", "H", "H", "H", "H", "H", "H", "H"], "coordinates": [[-1.77, 0.28, -2.41], [-1.20, 0.78, -1.44], [-0.33, 0.81, 0.54], [0.47, -1.03, 0.07], [-0.12, -1.02, 1.22], [0.29, 1.13, -1.47], [0.97, 1.48, -2.38], [-2.15, 1.33, -0.14], [-3.30, 1.68, -0.21], [1.21, -1.83, -0.80], [1.69, -2.91, -0.48], [1.31, -1.33, -1.78], [3.12, 0.07, 2.28], [2.35, 0.63, 3.40], [2.88, 0.29, 4.72], [1.23, 1.81, 3.20], [0.79, 1.81, 1.74], [0.02, 1.44, 4.24], [-1.15, 2.34, 4.21], [-0.32, 0.05, 4.57], [1.68, 3.35, 3.53], [2.01, 3.75, 4.91], [2.45, 4.08, 2.50], [2.59, -0.76, 1.77], [4.06, -0.33, 2.69], [3.36, 0.85, 1.53], [2.58, 1.02, 5.48], [2.56, -0.72, 5.03], [3.98, 0.29, 4.66], [-1.83, 2.10, 3.36], [-1.71, 2.16, 5.14], [-0.84, 3.39, 4.17], [-0.37, -0.59, 3.68], [0.39, -0.34, 5.30], [-1.31, 0.07, 5.05], [3.01, 3.41, 5.21], [1.98, 4.84, 4.97], [1.26, 3.35, 5.61], [3.47, 3.66, 2.39], [1.92, 4.05, 1.54], [2.55, 5.13, 2.81]], "lowdin_spin": [0.166, 0.112, 0.200, -0.030, -0.006, 0.193, 0.282, 0.047, 0.046, -0.003, -0.005, 0.000, 0.000, 0.000, 0.000, -0.001, -0.001, 0.000, 0.000, 0.000, 0.000, 0.000, 0.000, 0.000, 0.000, 0.000, 0.000, 0.000, 0.000, 0.000, 0.000, 0.000, 0.000, 0.000, 0.000, 0.000, 0.000, 0.000, 0.000, 0.000, 0.000], "e_lumo_ev": [-10.7, -10.7], "multiplicity": 2, "charge": 2, "homo_lumo_gap_ev": [4.73, 4.79], "fmax_ev_per_a": 7.665, "e_homo_ev": [-15.469, -15.470], "e_tot_ha": -2236.3225, "relative_energy_ev": 3.691}

No. 3
{"formula": "C11H19N7RuS2", "method": "ωB97M-V with the def2-TZVPD basis set", "elements": ["Ru", "N", "C", "C", "N", "C", "C", "N", "H", "H", "H", "H", "H", "H", "H", "H", "H", "H", "H", "H", "H", "S", "C", "C", "N", "C", "S", "C", "N", "C", "N", "C", "C", "N", "H", "H", "H", "H", "H", "H"], "coordinates": [[-0.04, -0.71, 0.29], [-0.50, 0.93, 2.00], [0.82, 1.38, 2.48], [1.60, 0.17, 2.97], [1.84, -0.80, 1.89], [3.13, -0.66, 1.20], [2.98, 0.14, -0.09], [1.98, -0.51, -0.95], [-1.05, 1.71, 1.65], [-1.02, 0.51, 2.76], [0.74, 2.10, 3.30], [1.34, 1.86, 1.65], [1.01, -0.32, 3.75], [2.54, 0.51, 3.41], [1.78, -1.73, 2.29], [3.49, -1.65, 0.95], [3.87, -0.17, 1.84], [3.96, 0.20, -0.57], [2.65, 1.15, 0.11], [2.30, -1.44, -1.21], [1.84, 0.01, -1.80], [-1.05, -2.30, 2.03], [-1.71, -3.56, 1.11], [-2.39, -4.59, 1.83], [-2.92, -5.41, 2.43], [-1.61, -3.64, -0.27], [-0.76, -2.55, -1.25], [-2.24, -4.72, -0.96], [-2.76, -5.57, -1.53], [-1.86, 2.09, -4.06], [-1.74, 2.50, -2.66], [-2.01, 3.88, -2.22], [-1.32, 1.65, -1.76], [-0.94, 0.91, -0.95], [-2.32, 2.89, -4.62], [-2.49, 1.20, -4.14], [-0.88, 1.87, -4.50], [-2.42, 4.43, -3.06], [-1.10, 4.37, -1.89], [-2.74, 3.89, -1.41]], "lowdin_spin": [0.266, 0.011, 0.001, 0.004, 0.062, 0.003, -0.001, -0.021, 0.000, 0.002, 0.000, 0.000, 0.000, 0.001, 0.003, 0.000, 0.001, -0.001, 0.000, 0.000, -0.001, 0.233, 0.086, 0.004, 0.025, 0.054, 0.259, 0.000, 0.005, 0.000, 0.003, 0.000, 0.002, -0.004, 0.000, 0.000, 0.000, 0.000, 0.000, 0.000], "e_lumo_ev": [-3.6, -5.0], "multiplicity": 2, "charge": 1, "homo_lumo_gap_ev": [7.11, 6.32], "fmax_ev_per_a": 2.024, "e_homo_ev": [-10.743, -11.329], "e_tot_ha": -1704.8278}

No. 4
{"formula": "C11H19NNdS7", "method": "ωB97M-V with the def2-TZVPD basis set", "elements": ["Nd", "S", "S", "C", "C", "C", "N", "C", "C", "H", "H", "H", "H", "H", "H", "H", "H", "C", "H", "H", "H", "H", "H", "H", "H", "C", "C", "H", "H", "H", "H", "S", "C", "S", "C", "C", "S", "S", "S"], "coordinates": [[0.93, 0.32, 0.45], [-0.49, -2.07, 0.04], [-0.58, 2.66, -0.14], [1.00, -3.06, 0.45], [-0.54, -2.11, -1.82], [0.22, -0.98, -2.51], [-0.16, 0.30, -1.87], [0.27, 1.53, -2.59], [-0.47, 2.71, -1.98], [-1.61, -2.06, -2.06], [-0.17, -3.10, -2.14], [-0.06, -0.94, -3.58], [1.31, -1.12, -2.43], [0.01, 1.43, -3.66], [1.36, 1.64, -2.49], [-1.52, 2.72, -2.32], [-0.02, 3.67, -2.27], [0.80, 3.75, 0.38], [-1.19, 0.32, -1.85], [1.75, 3.48, -0.09], [0.89, 3.68, 1.47], [0.51, 4.77, 0.11], [0.97, -3.27, 1.53], [1.95, -2.56, 0.21], [0.90, -4.00, -0.12], [-4.00, 0.31, 1.38], [-4.06, 0.24, 0.04], [-4.07, 1.27, 1.90], [-3.88, -0.59, 1.99], [-4.18, 1.14, -0.58], [-4.00, -0.73, -0.48], [2.80, -3.96, 4.81], [2.50, -2.63, 3.92], [0.97, -1.77, 3.88], [1.52, -0.29, 3.04], [2.80, -0.39, 2.44], [3.50, 0.55, 1.18], [3.66, -1.87, 2.84], [0.37, 1.01, 2.96]], "lowdin_spin": [3.048, -0.006, -0.005, 0.001, 0.001, 0.001, -0.004, 0.000, 0.000, 0.000, 0.000, 0.000, 0.000, 0.000, 0.000, 0.000, 0.000, 0.001, 0.000, 0.000, 0.000, 0.000, 0.000, 0.000, 0.000, 0.000, 0.000, 0.000, 0.000, 0.000, 0.000, 0.000, 0.000, 0.000, -0.007, -0.002, -0.010, 0.000, -0.019], "e_lumo_ev": [-3.4, -3.3], "multiplicity": 4, "charge": 1, "homo_lumo_gap_ev": [6.97, 7.09], "fmax_ev_per_a": 2.384, "e_homo_ev": [-10.365, -10.377], "e_tot_ha": -3833.8448, "relative_energy_ev": 0.000}